Entry 1:
This record from OMol25 describes a single C4H8O molecule in a non-equilibrium geometry. The level of theory is the ωB97M-V functional and the def2-TZVPD basis.

Each line ends with the Löwdin charge.
Element x y z (Å)
1 O -0.8931 -0.0531 1.3292  0.03
2 C 0.4846 1.9661 -0.1473  -0.10
3 C 0.6006 0.4598 -0.3789  -0.11
4 C -0.2813 -1.8631 -0.2070  -0.04
5 C -0.2026 -0.4219 0.2029  -0.42
6 H -0.5308 2.3207 -0.1778  0.07
7 H 0.5403 -2.4453 0.1884  0.08
8 H -1.2026 -2.3310 0.1477  0.08
9 H 1.2094 2.4577 -0.7879  0.06
10 H -1.7593 -0.4888 1.3426  0.11
11 H 0.9354 2.1806 0.8390  0.08
12 H 1.3947 0.2063 -1.0627  0.10
13 H -0.2953 -1.9879 -1.2882  0.08

Calculated values
* SMILES: C/C=C(/C)O
* electronic energy: -6324.267 eV
* energy relative to the best compared isomer or geometry (same formula, charge and spin): 20.8 kcal/mol
* 2S+1: 1
* gap between HOMO and LUMO: 9.276 eV
* molecular weight: 72.1 g mol⁻¹

***

Entry 2:
This record from OMol25 describes a single C5H8N2 molecule in a non-equilibrium geometry. The level of theory is the ωB97M-V functional and the def2-TZVPD basis.

Each line ends with the Löwdin charge.
Element x y z (Å)
1 N -1.0706 -0.6107 1.6989  0.05
2 N 0.1939 -3.1045 -0.3913  0.14
3 C -0.0765 -0.6805 0.6228  -0.39
4 C 0.0869 -2.0395 0.0609  -0.18
5 C 0.8922 0.9724 -1.2656  -0.12
6 C 0.0601 1.6955 -0.2957  -0.14
7 C -0.3538 0.2824 -0.5269  -0.22
8 H -0.7941 -1.2328 2.4575  0.08
9 H 0.8833 -0.4019 1.0831  0.14
10 H 1.8687 0.5668 -1.0584  0.10
11 H -0.5326 2.5507 -0.5905  0.10
12 H 0.6997 1.2436 -2.3125  0.11
13 H -1.9813 -0.9314 1.3804  0.08
14 H 0.5665 1.8165 0.6579  0.11
15 H -0.4423 -0.1265 -1.5207  0.12

Calculated values
* SMILES: N#C[C@H](N)C1CC1
* electronic energy: -8292.230 eV
* energy relative to the best compared isomer or geometry (same formula, charge and spin): 63.8 kcal/mol
* 2S+1: 1
* gap between HOMO and LUMO: 10.497 eV
* molecular weight: 96.1 g mol⁻¹

***

Entry 3:
This record from OMol25 describes 2 unconnected molecules or ions with the total composition C11H15NO in a non-equilibrium geometry. The level of theory is the ωB97M-V functional and the def2-TZVPD basis.

Each line ends with the Löwdin charge.
Element x y z (Å)
1 O -3.1702 0.2727 -0.3641  -0.16
2 N 3.0646 0.0392 1.3229  -0.01
3 C 2.4353 -1.3535 -0.2679  -0.09
4 C -1.8030 -0.0199 -0.3004  -0.28
5 C -4.0611 -0.5655 0.6382  -0.08
6 C 0.9076 -0.8969 -0.3749  -0.24
7 C -1.4468 -1.3279 -0.2274  -0.09
8 C 2.9106 0.0713 -0.1069  -0.46
9 C 1.8250 0.8932 -0.7932  -0.15
10 C -0.1577 -1.7904 -0.2549  -0.04
11 C -0.6822 0.8510 -0.1900  -0.14
12 C 0.6134 0.3945 -0.2655  -0.23
13 C -0.8398 2.4094 -0.0895  -0.03
14 H 3.8294 0.4711 -0.6739  0.16
15 H 2.4498 -2.2650 0.5999  0.18
16 H 2.1600 2.1223 -0.5505  0.18
17 H -4.9432 -0.1007 1.6957  0.17
18 H -2.2787 -2.0294 -0.6720  0.16
19 H -4.7183 -1.2864 -0.1269  0.12
20 H -3.3119 -1.0475 1.4746  0.10
21 H 0.1617 2.9809 -0.4644  0.10
22 H 0.2455 -2.7783 -0.9063  0.18
23 H 1.9271 1.0065 -1.7889  0.08
24 H -1.0666 2.6361 0.9852  0.07
25 H 2.1227 -0.2742 1.6553  0.07
26 H -1.9835 2.4309 -0.6745  0.14
27 H 3.0151 1.1340 1.8960  0.18
28 H 2.7954 -1.9775 -1.1758  0.13

Calculated values
* electronic energy: -15178.508 eV
* energy relative to the best compared isomer or geometry (same formula, charge and spin): 217.1 kcal/mol
* 2S+1: 1
* gap between HOMO and LUMO: 9.076 eV
* molecular weight: 177.2 g mol⁻¹

***

Entry 4:
This record from OMol25 describes a molecular structure, Ag3F. The level of theory is the ωB97M-V functional and the def2-TZVPD basis.

Each line ends with the Löwdin charge.
Element x y z (Å)
1 Ag -0.5854 0.6996 2.0939  0.90
2 Ag -1.4236 -0.8186 -1.4295  0.90
3 Ag 1.7917 0.6045 -0.9307  0.88
4 F 0.2173 -0.4854 0.2663  -0.68

Calculated values
* total charge: +2
* electronic energy: -14695.077 eV
* energy relative to the best compared isomer or geometry (same formula, charge and spin): 0.0 kcal/mol
* 2S+1: 1
* gap between HOMO and LUMO: 10.107 eV
* molecular weight: 342.6 g mol⁻¹